Run a
Here is a structure of composition C7H9P from the Open Molecules 2025 dataset. Energies are from ωB97M-V with the def2-TZVPD basis set.

Structure (ORCA input):
```
! RIJCOSX wB97M-V def2-TZVPD def2/J DEFGRID3
* xyz 0 1
C -1.8391 -0.4521 1.2533
C -2.3479 -1.0910 0.1660
C -0.4557 -0.7148 1.1304
C 0.2262 -1.0985 -1.7372
C 0.5164 0.3837 1.1239
C 0.9332 0.1715 -1.5496
C 0.6084 1.1107 -0.3609
P -0.6682 -1.6238 -0.4557
H -2.2687 0.1142 2.1746
H -3.2251 -0.8844 -0.3569
H 0.1417 1.0505 1.8161
H 1.5184 0.0661 1.3177
H 1.9419 -0.1759 -1.5489
H 0.8421 0.8536 -2.4010
H -0.4441 1.3741 -0.3150
H 1.2708 2.0309 -0.4174
H -0.6860 -2.9929 -0.2875
*
```

HOMO level (spin up / spin down): -7.71 / -7.27 eV
frontier orbital gap (spin up / spin down): 7.0 / 6.8 eV



Run b
Here is the molecule C7H9P from the Open Molecules 2025 dataset. Energies are from ωB97M-V with the def2-TZVPD basis set.

Structure (ORCA input):
```
! RIJCOSX wB97M-V def2-TZVPD def2/J DEFGRID3
* xyz 0 1
C 2.5123 -1.0283 -0.0133
P 2.5657 0.8676 -0.0687
C 0.3583 0.6247 -0.0259
C -0.7001 1.5902 -0.0607
C -1.9156 0.5820 -0.1393
C -1.3735 -0.8975 -0.1995
C 0.1383 -0.6847 -0.1206
C 1.2641 -1.6018 -0.0678
H 3.5584 -1.3864 0.0724
H 2.3301 1.3205 1.3024
H -0.7584 2.1838 0.8866
H -0.6326 2.3709 -0.7109
H -2.4908 0.8208 -1.0267
H -2.5670 0.7621 0.6750
H -1.6494 -1.3788 -1.0318
H -1.7519 -1.4814 0.6436
H 1.1121 -2.6637 -0.1148
*
```

HOMO level: -8.33 eV
frontier orbital gap: 8.9 eV
SMILES string: C1=[PH]=C2CCCC2=C1



Tell me which of them is the most stable. Sure, it is run b.



Run a
Here is a cluster of 4 separate species, C2H12N2O3 in total from the Open Molecules 2025 dataset. Energies are from ωB97M-V with the def2-TZVPD basis set.

Structure (ORCA input):
```
! RIJCOSX wB97M-V def2-TZVPD def2/J DEFGRID3
* xyz 0 1
H -2.4540 0.9655 2.4695
N -1.5806 0.7561 1.9873
C -0.9082 -0.2242 2.4062
N 0.2401 -0.6143 1.7579
C 0.3900 -2.0707 1.6728
H -0.8862 -0.6374 3.4724
H 0.5287 -0.2193 0.8742
H 1.4491 -2.2246 1.4350
H -0.2123 -2.4363 0.7890
H 0.0496 -2.4756 2.6404
O 0.7554 1.5435 -4.0043
H 0.8346 2.4918 -3.9249
H 0.7149 1.1888 -4.9013
O 0.0021 -0.8972 -1.9167
H 0.4583 -0.0703 -2.2575
H -0.8554 -0.8111 -2.2747
O 0.5030 1.6450 -0.2125
H -0.1890 1.7958 0.3880
H 1.1600 2.2945 -0.4008
*
```

HOMO level: -8.59 eV
frontier orbital gap: 9.2 eV
SMILES string: [H]/N=C/NC.O.O.O



Run b
Here is a cluster of 4 separate species, C2H12N2O3 in total from the Open Molecules 2025 dataset. Energies are from ωB97M-V with the def2-TZVPD basis set.

Structure (ORCA input):
```
! RIJCOSX wB97M-V def2-TZVPD def2/J DEFGRID3
* xyz 0 1
H -1.5195 -0.4024 -0.7968
N -0.8702 -0.7740 -0.1107
C -1.0223 -0.1687 1.0012
N -0.2391 -0.3609 2.0717
C -0.5112 0.3392 3.3233
H -1.8300 0.5506 1.1767
H 0.6892 -0.7342 1.9449
H -0.3982 1.4208 3.2012
H -1.5018 0.0703 3.6921
H 0.2197 0.0123 4.0562
O 1.0579 0.6651 -2.7052
H 0.8682 -0.2823 -2.7897
H 1.9362 0.8016 -3.0796
O 0.6941 2.4091 -0.3615
H 0.7793 3.2748 -0.7784
H 0.7188 1.7729 -1.0932
O 0.2966 -2.3470 -2.1866
H -0.0027 -1.8489 -1.4006
H 0.2178 -3.2748 -1.9507
*
```

HOMO level: -9.04 eV
frontier orbital gap: 10.0 eV
SMILES string: [H]/N=C/NC.O.O.O



Tell me which of them is the most stable. Sure, it is run b.